111
Properties=species:S:1:pos:R:3 method="wB97M-V/def2-TZVPD" fmax_ha_per_bohr=0.012 charge=-1 lumo_ev=1.904
Na -1.017 -1.486 0.749
C 2.165 1.340 2.705
C 2.555 0.083 1.891
P 3.021 0.651 0.175
C 4.870 0.524 0.261
C 5.670 -0.414 -0.390
C 7.059 -0.357 -0.297
C 7.676 0.635 0.450
C 6.895 1.586 1.095
C 5.512 1.536 0.987
C 2.600 -0.748 -0.937
C 2.871 -2.088 -0.646
C 2.703 -3.071 -1.614
C 2.197 -2.741 -2.864
C 1.873 -1.425 -3.151
C 2.092 -0.438 -2.197
C 0.811 1.975 2.293
P 0.344 1.863 0.505
C -1.430 2.383 0.588
C -2.112 2.715 1.754
C -3.442 3.126 1.702
C -4.107 3.203 0.487
C -3.441 2.852 -0.684
C -2.117 2.444 -0.629
C 0.989 3.485 -0.180
C 0.653 4.687 0.444
C 1.096 5.907 -0.053
C 1.868 5.950 -1.206
C 2.190 4.766 -1.855
C 1.755 3.548 -1.341
H 2.961 2.081 2.610
H 2.088 1.084 3.764
H 1.695 -0.586 1.843
H 3.388 -0.449 2.346
H 5.216 -1.201 -0.977
H 7.658 -1.090 -0.823
H 8.757 0.675 0.522
H 7.363 2.379 1.666
H 4.917 2.304 1.471
H 3.246 -2.360 0.335
H 2.965 -4.096 -1.397
H 2.045 -3.517 -3.605
H 1.462 -1.161 -4.118
H 1.862 0.594 -2.439
H 0.760 3.006 2.639
H 0.022 1.409 2.790
H -1.623 2.641 2.718
H -3.959 3.379 2.621
H -5.141 3.527 0.451
H -3.958 2.890 -1.636
H -1.602 2.165 -1.543
H 0.025 4.676 1.327
H 0.832 6.824 0.460
H 2.208 6.900 -1.600
H 2.786 4.784 -2.760
H 2.033 2.632 -1.848
S -5.560 0.371 2.236
C -3.877 -0.046 2.166
N -3.428 -0.407 1.011
C -4.455 -0.367 0.062
C -4.307 -0.709 -1.283
C -5.403 -0.618 -2.115
C -6.648 -0.193 -1.625
C -6.808 0.142 -0.294
C -5.694 0.048 0.545
H -3.254 -0.008 3.056
H -3.346 -1.057 -1.642
H -5.305 -0.885 -3.160
H -7.496 -0.135 -2.296
H -7.768 0.465 0.087
S -0.507 -4.025 1.973
P -0.870 -4.711 0.145
S -1.357 -3.391 -1.281
C 0.542 -5.749 -0.405
C 1.691 -5.879 0.365
C 2.741 -6.685 -0.070
C 2.651 -7.353 -1.282
C 1.499 -7.232 -2.055
C 0.449 -6.441 -1.612
C -2.187 -5.986 0.257
C -1.930 -7.192 0.910
C -2.948 -8.112 1.115
C -4.239 -7.829 0.677
C -4.500 -6.632 0.029
C -3.476 -5.713 -0.181
H 1.746 -5.347 1.307
H 3.630 -6.789 0.542
H 3.471 -7.972 -1.625
H 1.421 -7.759 -2.999
H -0.453 -6.350 -2.208
H -0.929 -7.403 1.268
H -2.739 -9.044 1.626
H -5.039 -8.538 0.853
H -5.505 -6.407 -0.310
H -3.668 -4.777 -0.691
O -0.606 1.600 7.735
S 0.224 1.566 6.563
O 0.983 2.745 6.241
N -0.634 1.068 5.256
C -0.189 -0.077 4.786
S -0.808 -0.899 3.440
C 0.986 -0.633 5.552
C 1.713 -1.782 5.296
C 2.780 -2.080 6.137
C 3.100 -1.250 7.213
C 2.361 -0.102 7.472
C 1.310 0.178 6.618
H 1.435 -2.422 4.465
H 3.365 -2.974 5.962
H 3.943 -1.497 7.847
H 2.591 0.542 8.311